This record from OMol25 describes a cluster of 4 separate species, C3H13NO3 in total. The level of theory is wB97M-V/def2-TZVPD.

Element x y z (Å)
C  -1.0280  0.7774  2.9385
C  -1.1738  -0.2539  1.8581
C  -2.1666  -0.2912  0.9298
N  -0.0214  -1.0368  1.6092
H  -0.3482  1.6108  2.6499
H  -0.4713  0.4338  3.8125
H  -1.9874  1.2460  3.1513
H  -2.8617  -1.0878  0.7014
H  -2.6843  0.6842  0.8561
H  0.4879  -0.7397  0.7800
H  0.5767  -1.0774  2.4216
H  -4.5141  -2.2700  -5.0393
H  -4.0719  -1.4913  -3.7001
O  -4.7202  -2.0258  -4.1208
H  2.7512  0.8019  -1.5858
H  3.1731  -0.4644  -0.8286
O  2.4717  0.2149  -0.8599
H  4.9230  2.1782  -1.8359
H  5.9219  1.0342  -1.5549
O  5.7435  1.7569  -2.1830

Atoms 1-3, force components in eV/Å:
0.6 1.4 -0.7
1.4 -0.3 -1.5
-1.3 1.8 1.4

Calculated values
**LUMO level (spin up / spin down)**: 2.804 / 2.757 eV
**Energy above the lowest of the compared OMol25 structures with the same formula, charge and spin**: 33.5 kcal per mole
**Energy**: -10951.7385 eV
**2S+1**: 2
**<S²>**: 0.750
**Largest force on an atom**: 2.7 eV Å⁻¹
**E_HOMO (spin up / spin down)**: 0.61 / -5.39 eV
**M**: 111.1 g/mol
**Total charge**: -1